Entry 1:
{
  "formula": "C3H5NO2",
  "method": "the ωB97M-V functional and the def2-TZVPD basis",
  "symbols": ["N", "C", "C", "O", "C", "O", "H", "H", "H", "H", "H"],
  "coordinates": [[-1.847, 0.460, -0.784], [0.920, 0.354, -0.118], [1.106, -0.152, 1.277], [0.336, -1.329, 0.919], [0.195, -0.806, -0.360], [-0.545, -1.228, -1.260], [-2.830, 0.705, -1.032], [-1.338, 0.768, -1.613], [1.281, 1.198, -0.686], [2.126, -0.394, 1.600], [0.597, 0.425, 2.057]],
  "e_homo_ev": [-9.7718, -9.8155],
  "e_above_lowest_kcal_mol": 132.3,
  "lumo_ev": [-0.215, -1.511]
}

Entry 2:
{
  "formula": "C3H5NO2",
  "method": "the ωB97M-V functional and the def2-TZVPD basis",
  "symbols": ["H", "N", "C", "C", "O", "H", "H", "C", "O", "H", "H"],
  "coordinates": [[2.229, -0.744, -1.048], [1.218, -0.888, -1.082], [0.757, -1.033, 0.090], [-0.716, -1.296, 0.260], [-1.574, -0.739, -0.379], [1.352, -1.019, 1.013], [-0.977, -2.058, 1.023], [-0.575, 1.947, 0.020], [0.248, 1.695, 0.867], [-0.494, 1.575, -1.016], [-1.467, 2.560, 0.250]],
  "e_homo_ev": -9.9944,
  "e_above_lowest_kcal_mol": 63.3,
  "lumo_ev": -0.061,
  "smiles": "[H]/N=C/C=O.C=O"
}

Entry 3:
{
  "formula": "C3H5NO2",
  "method": "the ωB97M-V functional and the def2-TZVPD basis",
  "symbols": ["O", "C", "C", "C", "O", "N", "H", "H", "H", "H", "H"],
  "coordinates": [[-2.354, -0.181, 0.027], [-1.155, -0.195, -0.030], [-0.154, 0.960, -0.145], [1.261, 0.225, 0.079], [0.819, -1.244, -0.057], [-0.434, -1.368, -0.116], [-0.316, 1.718, 0.712], [-0.419, 1.244, -1.155], [2.082, 0.338, -0.765], [1.499, 0.624, 1.092], [-0.828, -2.119, 0.357]],
  "e_homo_ev": -8.5917,
  "e_above_lowest_kcal_mol": 83.7,
  "lumo_ev": 0.785,
  "smiles": "O=C1CCON1"
}

Entry 4:
{
  "formula": "C3H5NO2",
  "method": "the ωB97M-V functional and the def2-TZVPD basis",
  "symbols": ["H", "N", "C", "O", "C", "C", "O", "H", "H", "H", "H"],
  "coordinates": [[0.148, 2.241, -1.588], [-0.237, 1.813, -0.748], [-0.216, 0.552, -0.802], [0.230, -0.228, -1.806], [-0.626, -0.228, 0.412], [0.465, -0.541, 1.322], [-0.082, -1.544, 0.458], [0.257, -1.133, -1.437], [-1.652, -0.147, 0.757], [0.276, -0.654, 2.385], [1.460, -0.198, 1.043]],
  "e_homo_ev": -10.3421,
  "e_above_lowest_kcal_mol": 46.8,
  "lumo_ev": 0.916,
  "smiles": "[H]/N=C(\\O)[C@@H]1CO1"
}

Entry 5:
{
  "formula": "C3H5NO2",
  "method": "the ωB97M-V functional and the def2-TZVPD basis",
  "symbols": ["C", "N", "C", "O", "C", "O", "H", "H", "H", "H", "H"],
  "coordinates": [[-1.562, 0.085, -1.179], [-1.226, 0.646, 0.114], [-0.153, 0.388, 0.703], [0.836, -0.472, 0.211], [2.029, -0.439, 0.856], [2.311, 0.283, 1.770], [-1.718, 0.904, -1.888], [-2.521, -0.436, -1.092], [-0.817, -0.605, -1.587], [0.098, 0.816, 1.669], [2.723, -1.169, 0.424]],
  "e_homo_ev": -10.1737,
  "e_above_lowest_kcal_mol": 29.6,
  "lumo_ev": 0.889,
  "smiles": "C/N=C\\OC=O"
}

Entry 6:
{
  "formula": "C3H5NO2",
  "method": "the ωB97M-V functional and the def2-TZVPD basis",
  "symbols": ["O", "C", "C", "N", "C", "O", "H", "H", "H", "H", "H"],
  "coordinates": [[0.071, 1.336, 2.049], [0.251, 0.934, 0.932], [0.919, -0.326, 0.339], [0.102, -0.526, -0.932], [-1.219, -0.349, -0.672], [-1.601, 0.063, 0.409], [0.232, 1.577, 0.030], [0.935, -1.278, 0.866], [1.964, 0.039, 0.283], [0.310, -0.914, -1.852], [-1.963, -0.555, -1.451]],
  "e_homo_ev": -9.4282,
  "e_above_lowest_kcal_mol": 43.2,
  "lumo_ev": 0.664,
  "smiles": "O=CCNC=O"
}

Entry 7:
{
  "formula": "C3H5NO2",
  "method": "the ωB97M-V functional and the def2-TZVPD basis",
  "symbols": ["O", "C", "C", "N", "C", "O", "H", "H", "H", "H", "H"],
  "coordinates": [[-1.370, 1.616, 0.990], [-0.866, 0.615, 1.440], [0.093, -0.246, 0.661], [0.278, 0.290, -0.660], [0.666, -0.511, -1.684], [0.988, -1.675, -1.552], [-1.078, 0.277, 2.474], [1.039, -0.307, 1.221], [-0.288, -1.274, 0.605], [-0.129, 1.200, -0.837], [0.668, 0.014, -2.658]],
  "e_homo_ev": -10.1983,
  "e_above_lowest_kcal_mol": 17.3,
  "lumo_ev": 0.820,
  "smiles": "O=CCNC=O"
}

Entry 8:
{
  "formula": "C3H5NO2",
  "method": "the ωB97M-V functional and the def2-TZVPD basis",
  "symbols": ["H", "N", "C", "C", "O", "C", "O", "H", "H", "H", "H"],
  "coordinates": [[-0.452, -2.149, 0.681], [0.249, -1.432, 0.861], [-0.141, -0.323, 0.421], [-1.410, 0.052, -0.285], [0.712, 0.771, 0.615], [1.783, 0.845, -0.206], [1.956, 0.178, -1.185], [-1.203, 0.164, -1.355], [-1.794, 1.005, 0.088], [-2.170, -0.722, -0.149], [2.459, 1.629, 0.160]],
  "e_homo_ev": -10.7333,
  "e_above_lowest_kcal_mol": 20.6,
  "lumo_ev": 0.861,
  "smiles": "[H]/N=C(\\C)OC=O"
}